Computed, not measured: a cluster of 4 separate species, C28H40BrF24IO3Si in total, with wB97M-V/def2-TZVPD.

E_LUMO = 0.3 eV
strongest force on any atom = 0.44 eV/A
SMILES string = CCCCCCCCCC[Si@@H](I)[C@H](Br)CC.FC(F)C(F)(F)COC(F)(F)C(F)F.FC(F)C(F)(F)COC(F)(F)C(F)F.FC(F)C(F)(F)COC(F)(F)C(F)F
HOMO energy = -9.68 eV

```
98
Properties=species:S:1:pos:R:3:mulliken_charge:R:1
C 6.949 7.921 2.360 -0.8994
C 8.223 7.351 1.712 -0.6106
C 9.043 6.476 2.658 -0.8442
C 8.333 5.158 3.020 0.1561
C 9.220 3.904 2.941 -1.0932
C 8.465 2.671 2.451 -0.4269
C 7.220 2.361 3.280 -0.3431
C 6.635 0.956 3.072 -0.9232
C 6.581 0.415 1.634 -0.8682
C 5.288 0.741 0.869 -0.0853
Si 4.990 2.527 0.383 0.1276
I 5.440 2.811 -2.005 -0.2132
C 3.231 3.066 0.815 -0.3431
Br 1.949 2.330 -0.458 -0.1231
C 3.054 4.572 0.960 -0.3915
C 1.667 5.007 1.458 -1.2507
H 6.971 7.802 3.446 0.2915
H 6.047 7.424 1.998 0.1075
H 6.833 8.986 2.157 0.3417
H 8.848 8.162 1.332 0.4050
H 7.945 6.741 0.847 0.3406
H 9.249 7.048 3.569 0.3458
H 10.011 6.259 2.198 0.3938
H 7.918 5.239 4.028 0.2864
H 7.474 5.024 2.351 -0.1282
H 9.668 3.691 3.917 0.3487
H 10.052 4.102 2.258 0.4464
H 9.126 1.797 2.459 0.4676
H 8.190 2.836 1.403 0.1098
H 6.453 3.116 3.092 0.1180
H 7.477 2.468 4.339 0.4866
H 7.197 0.249 3.688 0.3889
H 5.615 0.947 3.471 0.3360
H 7.442 0.751 1.051 0.3848
H 6.668 -0.673 1.684 0.4356
H 4.421 0.375 1.431 -0.2107
H 5.289 0.186 -0.075 0.5132
H 5.897 3.498 1.024 -0.0809
H 2.993 2.563 1.759 0.4870
H 3.275 5.038 -0.004 0.3918
H 3.824 4.911 1.660 0.1661
H 1.089 4.152 1.813 0.3283
H 1.749 5.724 2.274 0.3681
H 1.085 5.477 0.666 0.3096
C 0.459 -0.822 1.182 -0.7897
C 1.634 -1.632 1.742 0.9448
C 2.472 -2.428 0.735 0.1230
F 1.720 -3.391 0.161 -0.2495
F 3.495 -3.023 1.389 -0.2678
F 1.237 -2.431 2.747 -0.2908
F 2.505 -0.703 2.258 -0.2795
O -0.816 -1.419 1.317 -0.3966
C -1.359 -2.180 0.330 0.8011
C -1.752 -3.567 0.853 0.4119
F -0.663 -4.229 1.283 -0.2211
F -2.304 -4.269 -0.170 -0.2510
F -0.570 -2.272 -0.755 -0.2957
F -2.519 -1.588 -0.073 -0.2805
H 0.417 0.073 1.802 0.4477
H 0.666 -0.503 0.161 0.2671
H 2.877 -1.768 -0.037 0.2796
H -2.478 -3.471 1.660 0.0087
C -5.424 -4.166 -0.223 -0.7771
C -6.790 -4.348 -0.892 0.9206
C -7.663 -3.101 -1.085 0.0809
F -8.020 -2.586 0.109 -0.2354
F -8.789 -3.466 -1.742 -0.2491
F -7.503 -5.309 -0.275 -0.3143
F -6.528 -4.772 -2.169 -0.2425
O -5.401 -4.483 1.158 -0.3871
C -5.562 -3.531 2.114 0.8166
C -6.668 -3.921 3.105 0.1868
F -7.840 -4.032 2.451 -0.2260
F -6.783 -2.947 4.033 -0.2647
F -5.774 -2.308 1.605 -0.2925
F -4.402 -3.460 2.834 -0.3309
H -4.770 -4.895 -0.696 0.4605
H -5.023 -3.172 -0.425 0.2802
H -7.139 -2.345 -1.674 0.3254
H -6.423 -4.867 3.591 0.2588
C -10.446 -3.522 -6.710 -0.7243
C -9.813 -2.124 -6.676 0.9114
C -8.608 -1.877 -7.592 0.0544
F -7.574 -2.667 -7.233 -0.2057
F -8.219 -0.589 -7.466 -0.2658
F -9.510 -1.767 -5.415 -0.2608
F -10.780 -1.271 -7.139 -0.3365
O -10.050 -4.382 -5.662 -0.3685
C -9.036 -5.281 -5.809 0.7713
C -7.982 -5.097 -4.708 0.3705
F -7.452 -3.859 -4.800 -0.2634
F -6.994 -5.999 -4.892 -0.2941
F -8.475 -5.236 -7.032 -0.2935
F -9.549 -6.528 -5.654 -0.3082
H -11.509 -3.351 -6.553 0.3976
H -10.314 -3.978 -7.691 0.3358
H -8.870 -2.070 -8.635 0.2847
H -8.433 -5.233 -3.725 0.1757
```



Computed, not measured: a structure of composition C28H40BrN8RbS2, with wB97M-V/def2-TZVPD.

E_LUMO = -0.5 eV
strongest force on any atom = 0.48 eV/A
HOMO energy = -6.04 eV

```
80
Properties=species:S:1:pos:R:3:mulliken_charge:R:1
Rb -0.157 -0.566 -0.381 0.4656
C -3.208 1.483 -0.787 -0.8416
C -2.564 2.017 -2.089 -1.0207
N -1.154 1.666 -2.160 0.5542
C -0.208 2.761 -2.296 -0.0374
C -0.141 3.693 -1.085 -0.8726
S 0.435 2.904 0.452 -0.0014
C -0.932 3.234 1.603 -0.8989
C -2.323 2.857 1.079 -1.0512
N -2.295 1.627 0.325 0.8429
H -4.167 1.990 -0.618 0.2659
H -3.431 0.422 -0.918 0.4523
H -3.115 1.619 -2.944 0.4381
H -2.676 3.105 -2.132 0.3052
H -0.969 0.957 -2.855 -0.0155
H 0.781 2.323 -2.442 -0.5694
H -0.425 3.395 -3.170 0.2743
H 0.550 4.503 -1.322 0.6472
H -1.109 4.154 -0.887 0.3957
H -0.679 2.623 2.474 0.3785
H -0.919 4.277 1.922 0.4010
H -3.015 2.832 1.932 0.3997
H -2.688 3.647 0.420 0.4610
H -2.232 0.816 0.917 -0.2511
S 1.000 -3.508 -0.896 -0.3592
C 0.827 -2.946 -2.521 0.1533
C 1.743 -3.361 -3.527 -0.7303
C 1.576 -2.964 -4.830 -0.2121
C 0.508 -2.124 -5.164 -0.7840
C -0.317 -1.727 -4.136 -0.2444
N -0.183 -2.099 -2.854 -0.2912
H 2.556 -4.010 -3.232 0.3795
H 2.267 -3.299 -5.595 0.3928
H 0.329 -1.794 -6.179 0.3992
H -1.158 -1.068 -4.350 0.4216
Br 6.639 -3.105 1.568 -0.2103
C 4.846 -2.580 1.870 0.0282
C 4.212 -2.967 3.043 -0.7846
C 2.898 -2.587 3.261 -0.6608
C 2.219 -1.814 2.322 0.2361
C 2.868 -1.471 1.145 0.9861
C 4.182 -1.840 0.912 -0.6767
N 0.867 -1.387 2.437 0.4358
C 0.248 -1.469 3.529 -0.0483
C -1.186 -1.108 3.689 0.2573
C -1.730 -1.199 4.963 -0.8317
C -3.069 -0.903 5.158 -0.2604
C -3.826 -0.532 4.064 -0.9264
C -3.199 -0.469 2.827 -0.0380
N -1.911 -0.740 2.627 -0.0090
H 4.735 -3.573 3.770 0.3924
H 2.409 -2.928 4.165 0.2893
H 2.336 -0.911 0.394 -0.5598
H 4.668 -1.574 -0.018 0.5748
H 0.723 -1.826 4.447 0.1951
H -1.103 -1.508 5.792 0.3440
H -3.510 -0.968 6.145 0.4381
H -4.879 -0.301 4.155 0.3919
H -3.775 -0.190 1.950 0.4525
C 3.661 2.374 -4.190 -1.2083
N 3.573 1.263 -3.253 0.1769
C 2.663 0.219 -3.697 -0.7270
C 3.548 1.571 -1.898 0.1774
N 2.641 1.073 -1.136 -0.0590
N 4.540 2.441 -1.490 0.1953
C 5.877 2.367 -2.056 -1.2302
C 4.478 2.960 -0.141 -1.0691
H 2.666 2.781 -4.414 0.2874
H 4.106 2.035 -5.127 0.3127
H 4.274 3.175 -3.784 0.4277
H 2.999 -0.146 -4.668 0.3924
H 1.634 0.582 -3.807 0.2092
H 2.655 -0.607 -2.992 0.1457
H 2.830 1.258 -0.156 0.0057
H 5.869 1.756 -2.955 0.3835
H 6.571 1.913 -1.339 0.3817
H 6.249 3.363 -2.306 0.3342
H 4.835 2.235 0.603 0.3410
H 3.458 3.248 0.113 0.3230
H 5.107 3.848 -0.076 0.3372
```



Computed, not measured: a structure of composition C28H40Cl3NO2P2W, with wB97M-V/def2-TZVPD.

charge = +2
multiplicity = 3
E_LUMO (spin up / spin down) = -8.0 / -7.1 eV
strongest force on any atom = 1.30 eV/A
HOMO energy (spin up / spin down) = -14.29 / -14.02 eV

```
77
Properties=species:S:1:pos:R:3:lowdin_spin:R:1
W -0.803 -0.889 -0.644 2.1434
C 2.963 0.903 -2.102 0.0024
C 2.943 0.021 -0.847 0.0119
C 4.322 -0.573 -0.554 0.0013
P 1.624 -1.280 -0.872 0.0531
C 2.200 -2.565 -2.065 0.0083
C 1.740 -3.993 -1.774 0.0007
C 1.739 -2.153 -3.473 0.0046
C 1.627 -1.902 0.854 -0.0125
C 2.448 -2.920 1.321 0.0055
C 2.348 -3.400 2.627 -0.0309
C 3.244 -4.503 3.120 -0.0057
C 1.360 -2.853 3.445 0.0095
C 0.526 -1.838 3.007 -0.0272
C 0.670 -1.325 1.721 0.0083
N -0.192 -0.338 1.138 -0.2112
C -0.788 0.743 1.811 -0.0007
C -0.608 1.024 3.169 -0.0552
C -1.337 2.027 3.771 0.0093
C -2.250 2.801 3.053 -0.0725
C -3.054 3.872 3.732 -0.0132
C -2.341 2.590 1.672 0.0033
C -1.617 1.600 1.041 -0.0453
P -1.444 1.461 -0.772 0.0425
C -0.317 2.852 -1.192 0.0070
C 0.842 2.900 -0.191 0.0019
C -1.020 4.210 -1.246 0.0008
C -3.009 1.591 -1.728 0.0078
C -4.029 2.644 -1.289 0.0008
C -2.618 1.726 -3.210 0.0040
H 3.546 1.805 -1.904 0.0001
H 1.965 1.212 -2.421 0.0023
H 3.445 0.388 -2.934 0.0001
H 2.657 0.632 0.009 0.0000
H 4.755 -1.039 -1.441 0.0000
H 4.314 -1.299 0.259 0.0002
H 4.992 0.236 -0.255 0.0007
H 3.289 -2.523 -2.023 -0.0001
H 0.654 -4.084 -1.839 0.0004
H 2.059 -4.364 -0.801 0.0003
H 2.161 -4.653 -2.535 0.0000
H 0.656 -2.262 -3.570 0.0025
H 2.199 -2.813 -4.210 0.0003
H 2.001 -1.131 -3.739 0.0004
H 3.194 -3.352 0.664 0.0005
H 4.184 -4.531 2.570 -0.0004
H 2.755 -5.472 2.990 -0.0025
H 3.465 -4.390 4.180 -0.0008
H 1.232 -3.237 4.451 0.0008
H -0.268 -1.493 3.653 -0.0010
H 0.117 0.479 3.755 -0.0025
H -1.192 2.220 4.829 0.0018
H -3.493 3.497 4.658 -0.0030
H -3.854 4.242 3.094 -0.0002
H -2.415 4.719 4.001 -0.0053
H -2.979 3.245 1.092 0.0014
H 0.059 2.610 -2.190 0.0002
H 0.537 3.430 0.715 -0.0003
H 1.684 3.437 -0.627 0.0001
H 1.182 1.914 0.104 0.0021
H -1.540 4.434 -0.311 0.0002
H -1.722 4.294 -2.074 0.0001
H -0.258 4.981 -1.384 0.0004
H -3.467 0.618 -1.572 0.0007
H -3.620 3.654 -1.263 0.0000
H -4.457 2.405 -0.315 0.0002
H -4.850 2.642 -2.009 0.0003
H -2.259 2.731 -3.440 0.0001
H -3.495 1.541 -3.833 0.0002
H -1.843 1.018 -3.515 0.0032
Cl -1.196 -3.335 0.025 0.0202
C -2.736 -3.051 -0.930 0.0175
Cl -3.514 -4.483 -1.356 0.0047
Cl -2.130 -2.094 -2.398 0.0423
C -3.543 -2.004 -0.077 0.0069
O -4.644 -2.271 0.277 0.0180
O -2.801 -0.941 0.114 0.0349
```